DFT (ωB97M-V/def2-TZVPD) results for a cluster of 2 separate species, CH7N4P2 in total at a distorted geometry.

The HOMO-LUMO gap is 0.3033 Eh. The calculation puts the maximum force at 4.04 eV Å⁻¹. As for the charge: +1. The HOMO energy is -13.339 eV. The electronic energy is -25680.7650 eV. The multiplicity is 1.

Each atom is followed by the atoms it is bonded to, with distances in Å.
CARTESIAN COORDINATES (ANGSTROEM)
1 C 1.2110 0.2183 -0.3744  N3 1.338, N4 1.367, N5 1.314
2 N -3.0804 0.7478 0.0489  P6 1.476, P7 1.669
3 N 2.2362 -0.4889 0.1141  C1 1.338, H8 0.949, H9 1.053
4 N 1.4731 1.2824 -1.1913  C1 1.367, H10 0.953, H11 1.035
5 N -0.0550 -0.0483 -0.1444  C1 1.314, H12 1.081
6 P -1.9013 1.5002 0.5197  N2 1.476
7 P -3.9104 -0.6046 -0.4700  N2 1.669, H13 1.405, H14 1.367
8 H 3.0835 -0.2064 -0.2072  N3 0.949
9 H 2.0084 -1.4879 0.3554  N3 1.053
10 H 2.3428 1.3201 -1.5784  N4 0.953
11 H 0.6566 1.8591 -1.4604  N4 1.035
12 H -0.1689 -1.0087 0.3394  N5 1.081
13 H -3.9124 -0.0412 -1.7569  P7 1.405
14 H -5.0009 0.1634 -0.1700  P7 1.367

Formally, the natural (NBO) partial charges of the atoms, in units of the elementary charge, are as follows:
1. C 0.6266
2. N -1.1973
3. N -0.7727
4. N -0.7889
5. N -0.9068
6. P 1.4004
7. P 0.6389
8. H 0.3966
9. H 0.4226
10. H 0.4007
11. H 0.4179
12. H 0.3734
13. H 0.0014
14. H -0.0127